Entry 1:
{
  "formula": "C5H7NO2",
  "method": "ωB97M-V/def2-TZVPD",
  "homo_lumo_gap_ev": 9.130,
  "total_energy_ha": -399.869504,
  "smiles": "CCc1cc(=O)o[nH]1",
  "relative_energy_kcal_mol": 60.3,
  "symbols": ["C", "H", "H", "H", "O", "N", "H", "H", "H", "O", "C", "C", "C", "H", "C"],
  "positions_angstrom": [[-1.951487, -0.520844, 0.386060], [-1.526110, -0.901579, 1.319135], [-1.990938, -1.141545, -0.510528], [-1.462378, 0.915328, -1.294293], [1.833310, -1.242429, -0.189758], [0.548081, -0.908743, -0.341669], [-3.030911, -0.195142, 0.590577], [1.803139, 2.080372, 0.065062], [-0.040151, -1.684477, -0.309678], [3.742039, 0.040303, 0.305125], [-1.136026, 0.732983, -0.189017], [0.371271, 0.393826, -0.308750], [2.543377, -0.055730, -0.024292], [-1.286479, 1.482546, 0.640170], [1.583266, 1.005138, -0.138137]],
  "atomic_forces_ev_per_a": [[-1.033, 2.119, -1.275], [0.007, -0.254, -0.504], [-0.194, -1.011, 0.751], [0.017, 0.465, 2.357], [2.287, -0.707, 0.087], [0.924, -0.282, -0.714], [1.570, -0.386, -0.294], [-0.277, -1.352, -0.399], [-1.079, -0.866, 0.080], [-2.798, -1.281, -1.192], [0.072, -0.300, 0.121], [-1.942, 0.833, 1.346], [2.695, 1.839, 1.429], [0.275, 0.134, -1.793], [-0.524, 1.050, 0.002]],
  "mulliken_charge": [-1.321, 0.368, 0.376, 0.236, -0.298, 0.145, 0.317, 0.327, 0.182, -0.640, -0.113, 0.322, 0.437, 0.326, -0.665]
}


Entry 2:
{
  "formula": "C8H10N2O",
  "method": "ωB97M-V/def2-TZVPD",
  "homo_lumo_gap_ev": [7.672, 7.664],
  "total_energy_ha": -495.402601,
  "relative_energy_kcal_mol": 132.4,
  "symbols": ["C", "N", "C", "C", "H", "N", "C", "O", "H", "H", "C", "C", "H", "H", "H", "H", "H", "C", "H", "H", "C"],
  "positions_angstrom": [[2.100499, 0.393732, -0.606756], [-3.598078, 1.017517, 0.356857], [-2.964760, -0.856079, -0.559956], [0.645858, 0.646008, -0.082485], [-0.448137, 0.411794, 1.766285], [-4.051557, -0.152546, -0.107580], [0.528230, 0.233983, 1.450208], [0.469057, 3.146704, -0.403899], [-4.155762, 1.580474, 1.039695], [2.588912, -0.444749, 0.064595], [-0.378083, -0.350374, -0.816512], [0.233442, 2.016988, -0.254319], [0.880624, -0.820783, 1.430996], [1.000602, 0.962365, 2.064759], [0.090594, -1.340530, -0.782547], [2.864357, 1.259232, -0.354914], [2.255744, 0.052658, -1.671256], [-2.247143, 1.108522, 0.219316], [-3.157664, -1.867995, -1.041094], [-0.403958, -0.058167, -1.816443], [-1.810807, -0.029165, -0.409487]],
  "atomic_forces_ev_per_a": [[2.818, -0.192, 1.562], [0.950, 0.371, 0.454], [-1.922, 1.014, 0.015], [-0.069, -2.406, 0.029], [-2.018, -0.644, 0.131], [0.258, -2.097, -0.311], [1.100, 0.284, -2.004], [-0.454, -2.497, 0.182], [0.628, -0.931, -1.419], [-1.257, 1.327, -1.365], [-0.045, 1.920, 1.063], [-1.192, 2.405, 0.404], [-0.260, 0.947, 0.726], [1.591, 0.048, 0.598], [-0.706, -0.014, 0.477], [-1.804, -1.323, -0.774], [-0.644, 0.678, 1.077], [2.282, 1.275, -0.044], [0.440, 1.586, 0.771], [0.669, 0.243, -2.090], [-0.364, -1.994, 0.517]],
  "mulliken_charge": [-1.389, 0.211, -0.827, 1.492, 0.430, -0.811, -1.614, -0.293, 0.282, 0.315, -1.100, 0.155, 0.443, 0.443, 0.451, 0.328, 0.337, -0.589, 0.366, 0.432, 0.938]
}


Entry 3:
{
  "formula": "C6H39NO13",
  "method": "ωB97M-V/def2-TZVPD",
  "homo_lumo_gap_ev": 7.942,
  "total_energy_ha": -1284.756848,
  "relative_energy_kcal_mol": 134.4,
  "symbols": ["H", "H", "H", "H", "O", "O", "H", "O", "H", "H", "H", "H", "O", "H", "N", "H", "C", "H", "H", "H", "H", "C", "O", "O", "H", "O", "H", "H", "H", "H", "O", "H", "H", "H", "H", "H", "C", "H", "H", "C", "H", "H", "H", "H", "H", "C", "H", "H", "O", "H", "O", "H", "H", "H", "O", "C", "H", "O", "O"],
  "positions_angstrom": [[-1.590314, 3.146991, 4.674180], [-0.737142, -0.763902, 1.638401], [2.632429, -0.134043, -3.913651], [-0.359113, 1.038438, -1.626596], [-4.120064, 0.049427, -1.816332], [-1.753317, 0.681650, -0.934500], [0.472231, 1.851813, 4.811287], [-0.365394, -2.726775, -0.590228], [1.291712, 0.023274, -3.198122], [-2.673753, 2.675026, 3.317652], [-2.239412, 2.639568, -3.533205], [2.924952, -0.458533, 3.277767], [0.324325, 1.417638, -2.278693], [-0.230754, 2.087889, -2.585642], [2.101999, 0.260089, 0.772374], [0.490798, -2.337651, -0.371024], [2.211409, 0.072290, 3.872942], [2.788634, 0.818097, 4.524428], [1.062241, -4.991349, 0.490094], [-1.826822, -2.168617, -1.706168], [-1.862168, 0.055579, -1.662954], [1.398901, 0.984298, 1.631545], [-2.003450, -1.396573, -2.232518], [3.450972, 2.586129, -0.441772], [3.015156, -0.096094, 1.182549], [-1.398090, -0.619024, -4.686549], [1.806995, -3.885941, -1.381173], [-0.091406, -3.665007, -0.447253], [1.252530, -5.190867, -1.861638], [-3.969677, 0.611875, -1.122646], [2.214345, -2.240403, -1.495573], [-2.838612, -1.088982, -1.843818], [0.644179, 1.629763, 1.179792], [-2.051486, 2.696295, -1.919487], [-0.068093, -4.074346, 1.115482], [1.604723, -0.593927, 4.429425], [0.312046, 1.670634, 3.727007], [-1.898809, -1.003193, -3.946197], [-2.012037, 0.376480, -0.061145], [-0.383766, 2.787899, 2.961880], [2.899499, -1.678701, -1.208217], [3.249059, 3.364556, -0.886352], [-1.274478, -1.381895, -5.185433], [-1.623558, -1.566463, 0.754427], [2.095533, -2.173665, -2.500243], [1.336066, 0.932391, 2.978110], [-0.604362, 1.000841, 4.026301], [-1.879178, 4.209524, 3.375033], [-1.666882, -0.894648, 1.337677], [-0.549866, 2.532450, 1.874295], [0.351627, -5.013919, 1.198588], [2.127921, 0.632373, -0.162483], [0.206217, 3.704330, 2.876192], [2.719399, 2.018350, -0.247429], [1.594782, -4.796885, -1.043204], [-1.757665, 3.257512, 3.654241], [-4.474443, 0.476822, -2.665052], [-2.207641, 3.212484, -2.743397], [1.931074, -0.561372, -3.382973]],
  "atomic_forces_ev_per_a": [[-0.149, 0.027, 1.962], [-0.919, 0.032, -0.219], [-0.907, -0.175, 0.468], [1.491, 0.168, -0.480], [-2.046, -2.182, -4.581], [0.331, 2.645, 0.284], [1.120, 0.861, -0.753], [0.311, -1.352, 0.856], [-4.008, 3.941, 1.073], [1.250, 0.440, 0.499], [0.067, 0.025, 0.927], [0.551, -0.621, -0.101], [0.234, -2.100, 1.918], [-0.889, 2.232, -1.436], [3.296, -2.410, -0.600], [0.136, 0.886, -0.479], [0.897, 2.649, -0.665], [-0.746, -1.360, -0.474], [-1.071, -0.233, 1.029], [1.087, -0.710, 0.278], [0.252, -0.525, 0.621], [-2.811, 1.808, 2.743], [-0.991, -0.552, -0.408], [2.169, -1.771, 1.195], [-1.508, 0.642, -1.297], [-0.797, 1.589, 1.219], [0.475, -0.418, 0.920], [-0.777, 0.463, -0.665], [0.005, -0.463, 0.539], [0.316, 2.853, 2.088], [-1.620, -1.927, -1.721], [-0.843, -0.165, -0.692], [0.515, -0.266, -0.265], [-0.362, -0.033, -1.099], [1.106, -2.685, 0.797], [-0.378, -0.684, 0.831], [-3.661, -0.615, 0.895], [0.329, 0.421, 0.220], [0.287, -0.799, 0.251], [-1.492, 1.023, -0.260], [1.243, 1.051, 0.036], [-1.182, 1.777, -1.156], [0.660, -1.863, -1.862], [0.416, -3.876, -3.162], [0.432, 0.956, 2.011], [0.829, -0.883, -0.122], [1.257, 0.146, -1.099], [-0.763, 3.753, -0.698], [0.538, 3.889, 3.569], [-0.285, 0.048, 1.395], [-0.462, 2.636, -0.639], [0.157, -0.730, -0.148], [0.386, -0.138, 0.252], [-0.655, 0.670, -0.121], [0.214, 0.616, -1.965], [0.983, -4.485, -2.242], [0.844, -0.518, 2.404], [0.182, -0.178, 0.211], [4.954, -3.529, -2.083]],
  "mulliken_charge": [0.373, 0.312, 0.287, 0.176, -0.669, -0.503, 0.421, -0.672, 0.327, 0.266, 0.322, 0.417, -0.719, 0.290, -0.128, 0.461, -1.619, 0.293, 0.411, 0.228, 0.680, -0.514, -0.678, -0.609, 0.176, -0.582, 0.457, 0.096, 0.330, 0.298, -0.715, 0.386, -0.044, 0.325, 0.402, 0.360, -0.587, 0.326, 0.210, 0.040, 0.219, 0.242, 0.271, 0.326, 0.386, 0.835, 0.268, 0.491, -0.699, -0.037, -0.666, 0.245, 0.366, 0.197, -0.683, -1.435, 0.313, -0.694, -0.578]
}


Entry 4:
{
  "formula": "CH6N2O",
  "method": "ωB97M-V/def2-TZVPD",
  "homo_lumo_gap_ev": 5.767,
  "total_energy_ha": -226.333464,
  "relative_energy_kcal_mol": 84.1,
  "symbols": ["O", "H", "H", "H", "N", "H", "H", "N", "H", "C"],
  "positions_angstrom": [[-2.419332, -0.879209, -1.478625], [0.952551, 0.881291, -1.099113], [1.325672, 2.088346, 0.887627], [-3.138013, -1.408842, -1.116231], [0.201629, -0.708328, 0.053506], [1.602936, 0.666681, 1.765518], [-0.298338, -1.236391, -0.689903], [1.282991, 1.082099, 0.906314], [-0.305018, -0.894630, 0.909816], [0.794922, 0.408982, -0.138910]],
  "atomic_forces_ev_per_a": [[1.137, -0.061, 0.582], [-0.384, -0.398, -0.319], [0.336, -0.070, -0.320], [0.081, -0.003, -0.044], [-1.146, -1.307, -1.012], [-0.549, -0.324, 0.001], [-0.427, 0.636, -0.514], [0.313, 0.872, 0.203], [0.474, 0.136, 0.402], [0.165, 0.518, 1.021]],
  "mulliken_charge": [-1.033, 0.332, 0.224, 0.165, -0.359, 0.227, 0.299, -0.378, 0.264, 0.260]
}


What did the first record say?
{
  "formula": "C5H7NO2",
  "method": "ωB97M-V/def2-TZVPD",
  "homo_lumo_gap_ev": 9.130,
  "total_energy_ha": -399.869504,
  "smiles": "CCc1cc(=O)o[nH]1",
  "relative_energy_kcal_mol": 60.3,
  "symbols": ["C", "H", "H", "H", "O", "N", "H", "H", "H", "O", "C", "C", "C", "H", "C"],
  "positions_angstrom": [[-1.951487, -0.520844, 0.386060], [-1.526110, -0.901579, 1.319135], [-1.990938, -1.141545, -0.510528], [-1.462378, 0.915328, -1.294293], [1.833310, -1.242429, -0.189758], [0.548081, -0.908743, -0.341669], [-3.030911, -0.195142, 0.590577], [1.803139, 2.080372, 0.065062], [-0.040151, -1.684477, -0.309678], [3.742039, 0.040303, 0.305125], [-1.136026, 0.732983, -0.189017], [0.371271, 0.393826, -0.308750], [2.543377, -0.055730, -0.024292], [-1.286479, 1.482546, 0.640170], [1.583266, 1.005138, -0.138137]],
  "atomic_forces_ev_per_a": [[-1.033, 2.119, -1.275], [0.007, -0.254, -0.504], [-0.194, -1.011, 0.751], [0.017, 0.465, 2.357], [2.287, -0.707, 0.087], [0.924, -0.282, -0.714], [1.570, -0.386, -0.294], [-0.277, -1.352, -0.399], [-1.079, -0.866, 0.080], [-2.798, -1.281, -1.192], [0.072, -0.300, 0.121], [-1.942, 0.833, 1.346], [2.695, 1.839, 1.429], [0.275, 0.134, -1.793], [-0.524, 1.050, 0.002]],
  "mulliken_charge": [-1.321, 0.368, 0.376, 0.236, -0.298, 0.145, 0.317, 0.327, 0.182, -0.640, -0.113, 0.322, 0.437, 0.326, -0.665]
}


- Number 4 is which compound?
  CH6N2O